1.
14
Properties=species:S:1:pos:R:3:forces:R:3:lowdin_charge:R:1 method="wB97M-V/def2-TZVPD" max_force_ha_per_bohr=0.038 total_charge=0 smiles=C#CC[C@@H](C)O homo_energy_ev=-9.7 e_tot_ev=-7359.0622 gap_ev=10.477 relative_energy_kcal_mol=73.6
O -0.111989 -1.558702 -0.546518 0.16 -0.31 0.10 -0.036
C 1.794905 0.294004 0.622726 0.96 -0.31 0.49 -0.154
C -1.837642 0.061032 -0.496942 -0.02 -0.06 0.03 -0.053
C -0.680019 -0.567292 0.279982 -0.14 0.08 0.14 -0.462
C 0.359086 0.521122 0.535822 0.10 0.21 -0.76 -0.165
C 2.950845 0.458364 0.309276 -0.61 -0.02 -0.19 0.074
H 3.646005 0.827516 -0.413528 0.59 -0.32 0.48 0.036
H -0.003753 1.272430 1.257738 0.21 -0.05 -0.67 0.137
H 0.738324 -1.795444 -0.149399 -0.10 -0.12 -0.22 0.088
H 0.595525 0.835204 -0.509114 -1.53 1.10 0.43 0.141
H -1.457000 0.543314 -1.405797 -0.05 -0.12 0.17 0.086
H -2.363148 0.816113 0.099134 0.13 -0.15 -0.04 0.084
H -1.074333 -1.001033 1.212162 0.20 0.00 -0.07 0.141
H -2.556802 -0.706628 -0.795544 0.10 0.06 0.10 0.083


2.
69
Properties=species:S:1:pos:R:3:forces:R:3:lowdin_charge:R:1 method="wB97M-V/def2-TZVPD" max_force_ha_per_bohr=0.085 total_charge=0 homo_energy_ev=-9.5 e_tot_ev=-29274.1633 gap_ev=9.909 relative_energy_kcal_mol=63.7
O 1.247486 1.568389 0.398712 -0.02 -1.30 1.57 -0.068
O -0.850494 -1.623701 -4.755678 -2.44 -0.89 -0.75 -0.035
O -2.288564 1.398059 0.967082 -0.29 -0.63 -0.45 -0.069
O 3.473916 -0.159741 0.278772 -0.95 -0.54 -0.86 -0.080
O -2.533414 -2.279361 1.043672 2.41 -0.57 -0.04 -0.059
O -0.655924 -0.618001 -0.002828 -1.98 1.61 -1.48 0.210
C -3.818584 -2.436011 0.589612 -2.01 0.98 0.49 -0.493
C 4.728346 1.318309 1.439502 0.34 -0.76 0.99 -0.036
C -1.785834 0.826989 3.251572 -0.42 -0.28 0.36 -0.018
C -4.630394 -1.805481 1.733762 -1.61 -0.32 -0.60 -0.039
C 0.675216 3.689209 -0.073228 -0.07 1.67 -1.06 -0.053
C 0.694186 -1.835671 -3.044098 0.99 0.21 -0.29 -0.035
C 0.816726 1.847589 -1.871858 0.35 0.74 -0.77 -0.037
C 1.143046 -0.510931 -5.247988 1.15 0.57 0.11 -0.061
C 0.180076 -0.936301 -4.171368 1.18 0.25 0.53 -0.536
C -2.696664 1.650819 2.308662 1.40 -0.23 0.42 -0.471
C -3.997274 -1.762091 -0.757648 -0.22 0.09 -0.13 -0.033
C 4.007556 -0.039211 1.562272 1.48 1.95 -0.19 -0.501
C 4.931446 -1.202271 1.810802 0.07 -0.91 0.79 -0.043
C -2.528164 3.115539 2.499612 0.30 1.29 0.47 -0.068
C 1.421536 2.489719 -0.622028 -1.18 0.38 -0.04 -0.478
B 1.206736 -2.334891 0.862252 0.29 -0.43 0.47 -0.381
H 1.645306 -1.491531 -2.637858 0.00 0.27 0.15 0.075
H -0.146234 0.005089 -3.729318 -0.55 0.08 0.16 0.110
H 2.901346 -0.916061 0.426232 -0.72 -0.74 -0.98 0.026
H -1.513254 3.463409 2.307152 0.28 -0.41 0.19 0.082
H 5.348266 -1.261331 2.816222 -0.09 0.35 0.20 0.081
H 0.644856 4.504359 -0.796218 -0.22 0.00 -0.47 0.076
H 1.170926 4.199809 0.752402 0.20 -0.65 0.35 0.082
H -0.794524 0.578059 2.872822 -0.10 0.28 -0.64 0.081
H -2.533514 -2.964971 1.715642 1.33 0.21 0.44 0.122
H -0.481244 0.265819 0.328762 0.44 1.09 0.35 0.093
H -4.030474 -3.500371 0.487982 -0.25 -0.14 -0.10 0.143
H 2.472646 2.755979 -0.733288 0.14 -0.13 -0.28 0.140
H 0.952856 2.471309 -2.755338 -0.17 0.31 -0.06 0.082
H 5.783636 -1.275971 1.135202 -0.16 0.44 -0.28 0.086
H 4.370556 -2.129981 1.697332 -0.13 -0.06 -0.08 0.073
H -0.357304 3.485319 0.210372 0.09 -0.37 -0.02 0.061
H -2.788784 3.418199 3.513802 -0.21 0.16 -0.06 0.089
H 0.077846 -1.214051 0.164232 2.46 -1.73 0.42 -0.021
H 0.916056 -2.827451 -3.438108 -0.24 -0.10 -0.04 0.087
H 3.156336 0.036409 2.238882 0.24 -0.23 0.63 0.139
H -1.447924 -0.982291 0.399182 -1.07 -0.69 0.70 0.085
H -0.727774 -1.722681 -5.702638 0.06 0.15 0.08 0.088
H 4.038566 2.067049 1.050032 0.15 0.07 0.10 0.064
H -0.250464 1.662899 -1.749018 -0.06 0.09 0.15 0.079
H -4.690424 -2.322001 2.691732 0.50 -0.72 -0.17 0.080
H -2.221364 -0.129321 3.541202 -0.20 -0.04 -0.16 0.069
H 1.528726 -1.320611 -5.867468 0.09 -0.25 0.20 0.085
H 0.350976 -2.988171 0.934002 -3.39 -2.31 0.12 -0.034
H -3.228404 -2.114541 -1.445198 0.04 0.04 -0.02 0.088
H 0.727866 0.232519 -5.928428 -0.53 -0.09 0.01 0.082
H -1.562184 1.335649 4.189302 -0.34 0.29 -0.01 0.078
H 1.972236 0.032409 -4.794848 0.34 -0.23 0.02 0.079
H 1.300756 -1.874921 -0.109258 0.39 1.50 -4.02 -0.047
H 5.575656 1.171889 0.769632 -0.12 0.17 -0.24 0.082
H -3.104824 3.676869 1.764442 -0.49 0.05 0.15 0.084
H -2.907714 1.942669 0.475502 0.17 -0.07 -0.71 0.093
H 2.065336 1.071109 0.472422 0.41 -0.85 -0.01 0.044
H 5.149986 1.620419 2.398172 -0.12 0.26 0.07 0.078
H -3.761894 1.432089 2.383132 -0.03 -0.48 0.40 0.128
H -5.666004 -1.802251 1.393742 -0.29 0.68 0.19 0.080
H 1.278946 0.904629 -2.163878 0.22 -0.09 0.55 0.066
H -4.965054 -1.973321 -1.212488 -0.04 -0.30 0.15 0.084
H -4.240884 -0.828461 2.019802 -0.17 0.21 -0.62 0.062
H -0.002864 -1.917111 -2.210068 -0.10 -0.01 -0.28 0.065
H 1.133156 -1.534491 1.582102 -0.27 3.09 3.10 -0.031
H -3.968184 -0.673651 -0.707128 0.33 0.09 0.25 0.077
H 2.087506 -2.929371 1.049542 3.38 -2.04 0.59 -0.032


3.
79
Properties=species:S:1:pos:R:3:forces:R:3:lowdin_spin:R:1 method="wB97M-V/def2-TZVPD" max_force_ha_per_bohr=0.090 total_charge=+4 homo_energy_ev="-17.0 / -18.7" e_tot_ev=-133842.0300 gap_ev="6.157 / 3.614" relative_energy_kcal_mol=38.1 spin_multiplicity=5
Pt 0.000000 0.000000 0.000000 -1.11 0.41 -1.13 0.140
Se -2.517209 -0.081791 0.576465 -0.51 0.20 -0.89 0.638
S -0.431553 -2.136648 -1.249522 -0.93 0.96 0.60 0.047
P 2.071680 0.402451 -0.826944 3.28 0.91 -1.53 0.008
P 0.594952 -1.190057 1.917269 1.00 -1.86 2.78 0.006
P -0.131501 2.069068 1.070197 0.14 2.93 1.36 0.072
N 1.276204 -3.071654 -3.063197 0.16 -0.67 1.68 0.432
N 0.988262 -4.365863 -1.000569 0.19 0.65 -0.74 0.572
C 2.205658 1.996116 -1.754745 -0.72 -0.15 0.33 -0.001
C -3.127518 1.259807 -1.986128 0.18 0.14 -0.34 0.061
C -4.910391 1.139425 -0.365415 -0.26 -0.10 0.24 0.069
C -6.025760 4.428288 -6.678413 2.71 1.70 -3.35 0.458
C -3.979264 1.930502 -2.864874 0.39 -0.19 0.11 -0.001
C -5.297456 2.210285 -2.504744 0.31 -0.35 0.56 0.092
C 2.857950 -0.661537 -2.120627 -0.78 -0.29 0.18 0.010
C 0.876443 -3.083621 -1.665429 0.50 -1.05 -1.90 0.348
C -0.850524 3.406991 0.038233 0.03 -0.58 -0.32 0.008
C -3.580245 0.854684 -0.723827 0.29 -0.08 0.14 0.073
C -0.747302 -1.799515 3.028095 -0.23 0.41 -0.70 0.001
C 2.259775 -4.940433 -0.594638 0.68 -0.14 0.19 0.063
C 0.414507 -2.469694 -4.076762 -0.44 0.21 -0.50 0.042
C -5.755918 1.808313 -1.246531 -0.02 0.00 0.07 -0.009
C 2.478517 -3.731261 -3.561428 0.46 -0.23 -0.46 0.037
C 1.563871 -2.749035 1.678887 -0.25 0.31 -0.55 0.006
C -6.828641 3.952339 -5.729863 -2.84 -1.60 3.19 0.473
C 3.555990 0.522958 0.276733 -0.81 -0.23 0.46 -0.002
C -0.201615 -5.170395 -0.742311 -0.82 -0.33 -0.06 0.058
C -1.184923 2.226036 2.577851 0.04 -0.76 -0.32 0.032
C 1.688768 -0.419299 3.198030 -0.21 0.43 -0.59 0.000
C 1.360463 2.942792 1.743979 0.25 -0.75 -0.35 0.014
H -0.385404 0.803560 -1.383403 0.24 -0.50 0.65 0.003
H 1.213294 0.471909 3.613760 0.05 -0.08 0.07 0.000
H 0.851880 -2.570525 -5.094533 -0.05 -0.11 0.87 0.003
H -1.474207 -2.371845 2.447130 0.02 -0.09 0.09 0.001
H -7.099208 4.544264 -4.859250 0.00 0.07 -0.07 0.016
H 2.638142 -0.122574 2.747574 -0.05 -0.05 0.14 0.000
H -0.566902 -2.988914 -4.079531 0.42 0.37 0.05 0.016
H 1.051668 3.857451 2.261605 -0.13 -0.22 -0.19 0.003
H 1.886806 -1.123427 4.014050 -0.17 0.04 -0.26 0.000
H -1.912997 3.197869 -0.106924 0.05 0.09 -0.02 0.000
H -2.234614 2.188582 2.281134 0.01 0.09 0.19 0.012
H -0.988339 1.400869 3.267165 -0.07 0.13 0.05 0.001
H 1.893438 2.837548 -1.134203 0.10 -0.01 -0.10 0.000
H 0.943476 -3.506924 1.195205 0.00 0.24 0.19 0.001
H 3.104603 -2.994413 -4.108140 -0.48 -0.36 0.11 0.016
H -0.727020 4.386220 0.514251 0.01 -0.28 0.04 0.002
H -5.276299 0.831791 0.610952 -0.07 0.06 -0.15 0.001
H 4.441710 0.827639 -0.292280 -0.35 -0.05 -0.10 0.000
H 3.124466 -4.143153 -2.783251 -0.41 0.14 -0.02 0.000
H -0.321405 -5.344238 0.347892 0.17 0.00 -0.56 0.020
H 3.138282 -1.631823 -1.705662 -0.02 0.11 -0.04 0.004
H 1.931794 -3.146748 2.631525 -0.17 0.28 -0.09 0.001
H 2.201803 -4.554571 -4.251837 0.17 0.48 0.25 0.013
H -5.755326 3.836386 -7.549065 -0.05 0.00 0.00 0.016
H 2.225749 -5.229801 0.477151 -0.23 -0.02 -0.58 0.023
H 2.156371 -0.818336 -2.943112 0.17 0.06 0.10 0.001
H 3.226037 2.169969 -2.115270 -0.19 -0.20 0.21 0.000
H -0.369166 3.408851 -0.943061 -0.06 0.12 0.09 0.000
H -0.966583 3.171487 3.086323 -0.05 -0.16 -0.24 0.004
H -5.958450 2.732762 -3.190557 0.07 -0.11 0.19 0.007
H -2.099590 1.043094 -2.264750 -0.24 0.08 -0.13 0.002
H 0.250142 -1.391001 -3.881496 0.02 -0.63 -0.05 0.011
H -1.272995 -0.937998 3.450208 0.03 -0.13 0.10 0.000
H 3.749080 -0.457230 0.723509 0.06 0.11 -0.03 0.000
H 2.416190 -2.543579 1.024202 -0.01 -0.05 0.09 0.001
H 1.519978 1.940849 -2.604752 0.12 0.05 0.00 0.000
H 1.874313 2.294389 2.459192 -0.03 0.17 -0.04 0.000
H -0.104636 -6.151763 -1.252866 0.21 0.40 0.39 0.023
H 3.090292 -4.213867 -0.691606 -0.62 -0.44 -0.13 0.001
H -5.606008 5.429436 -6.623140 -0.04 0.01 0.00 0.016
H -6.780208 2.017889 -0.947552 0.21 -0.07 0.00 -0.002
H 3.754974 -0.168225 -2.511846 -0.22 0.11 0.31 0.000
H -7.248447 2.951272 -5.785158 -0.01 0.02 -0.08 0.016
H 3.385645 1.239893 1.080789 0.12 -0.04 -0.07 0.000
H 2.064145 3.211128 0.953593 -0.05 0.01 0.11 0.000
H -3.604798 2.235588 -3.839553 0.01 -0.10 0.20 -0.001
H -1.129142 -4.697283 -1.125425 0.81 -0.10 0.26 0.001
H 2.462679 -5.861490 -1.181466 -0.06 0.44 0.29 0.023
H -0.353094 -2.421766 3.839468 0.08 0.19 -0.24 0.000